(1)
A structure of composition C43H40AsCaCl2F3N2O10P2S2 at a distorted geometry. Source: the OMol25 dataset; level of theory: ωB97M-V/def2-TZVPD.

Each line ends with the Löwdin charge.
Positions of all 106 atoms, in Å:
Ca1 0.4707 -1.9058 -1.6705  1.391
C1 0.0988 6.0584 -0.1342  -0.416
S1 -0.5489 6.2340 1.5413  0.782
C2 0.6928 5.3200 2.5052  -0.493
C3 0.3966 3.8487 2.7789  -0.230
C4 0.4276 3.0045 1.5097  -0.319
N1 0.3177 1.5546 1.7702  -0.449
P1 -1.1104 0.6671 1.3976  1.137
C5 -2.3453 1.8384 2.1154  -0.342
C6 -2.8643 2.9730 1.4900  -0.100
C7 -3.7377 3.8169 2.1584  -0.089
C8 -4.1145 3.5374 3.4653  -0.103
C9 -3.6207 2.4045 4.0951  -0.097
C10 -2.7489 1.5614 3.4203  -0.102
C11 -1.4567 0.8102 -0.4445  -0.466
C12 -2.9711 0.7244 -0.7656  -0.180
C13 -3.4348 1.5928 -1.8850  -0.048
C14 -2.6134 2.4066 -2.5466  -0.083
C15 -1.1942 2.5179 -2.2008  -0.065
C16 -0.6462 1.8002 -1.2213  -0.044
P2 1.8597 0.8200 1.3174  1.106
C17 2.9459 1.7762 2.4698  -0.357
C18 2.8677 1.6628 3.8571  -0.098
C19 3.7015 2.4069 4.6740  -0.096
C20 4.6331 3.2746 4.1111  -0.107
C21 4.7274 3.3874 2.7337  -0.093
C22 3.8864 2.6373 1.9171  -0.093
C23 2.0371 -0.7946 2.1651  -0.354
C24 3.2907 -1.3596 1.9058  -0.114
C25 3.6267 -2.6030 2.4094  -0.107
C26 2.7024 -3.3181 3.1628  -0.114
C27 1.4521 -2.7767 3.4060  -0.094
C28 1.1178 -1.5204 2.9124  -0.103
H1 -0.5285 6.6710 -0.7807  0.025
H2 0.0577 5.0320 -0.4887  0.014
H3 1.1233 6.4259 -0.1932  0.035
H4 0.7938 5.8620 3.4463  0.063
H5 1.6447 5.4232 1.9758  0.074
H6 -0.5781 3.7381 3.2584  0.102
H7 1.1503 3.4797 3.4787  0.093
H8 1.3653 3.2054 0.9697  0.092
H9 -0.3683 3.3304 0.8455  0.065
H10 -2.5869 3.2074 0.4686  0.104
H11 -4.1137 4.7008 1.6587  0.099
H12 -4.7970 4.1972 3.9874  0.093
H13 -3.9243 2.1676 5.1077  0.095
H14 -2.3755 0.6675 3.9075  0.099
H15 -3.6456 0.8065 0.0861  0.132
H16 -4.4796 1.5150 -2.1675  0.108
H17 -2.9859 2.9959 -3.3760  0.093
H18 -0.5741 3.1892 -2.7830  0.103
H19 0.4146 1.8559 -1.0096  0.087
H20 2.1437 0.9819 4.2908  0.110
H21 3.6312 2.3114 5.7509  0.095
H22 5.2897 3.8536 4.7495  0.091
H23 5.4571 4.0533 2.2893  0.096
H24 3.9639 2.7101 0.8361  0.101
H25 3.9966 -0.8281 1.2732  0.091
H26 4.6013 -3.0240 2.1935  0.101
H27 2.9480 -4.3064 3.5324  0.095
H28 0.7080 -3.3392 3.9531  0.092
H29 0.1233 -1.1390 3.0871  0.064
Cl1 -7.0417 -2.8879 0.5453  0.567
C29 -5.2953 -2.7459 0.6355  -0.692
C30 -4.5944 -3.4584 1.5941  -0.173
C31 -3.2250 -3.3370 1.6396  -0.569
Cl2 -2.3631 -4.2628 2.8481  0.625
C32 -2.4347 -2.5160 0.7635  -0.437
O1 -1.1756 -2.4716 0.8311  -0.155
C33 -3.2388 -1.7798 -0.1777  -0.105
C34 -2.6762 -0.7622 -1.1340  -0.187
O2 -1.2539 -0.5007 -1.0194  -0.211
C35 -4.6158 -1.9203 -0.2390  -0.086
H30 -5.1073 -4.1082 2.2900  0.090
H31 -2.9201 -1.0281 -2.1660  0.162
H32 -5.1763 -1.3670 -0.9870  0.113
O3 0.4239 -5.6620 -2.2242  -0.278
As1 -0.8655 -4.7708 -3.1008  0.868
O4 -2.0762 -5.8595 -3.2839  -0.504
O5 -1.1278 -3.3849 -2.2419  -0.560
C36 -0.0490 -4.5507 -4.8837  -0.207
C37 -0.5236 -5.4962 -5.7878  -0.101
C38 -0.0659 -5.5272 -7.1000  -0.099
C39 0.8718 -4.6040 -7.5284  -0.098
C40 1.3493 -3.6479 -6.6416  -0.068
C41 0.8912 -3.6203 -5.3346  -0.250
S2 1.5222 -2.3504 -4.2509  0.439
O6 0.3578 -1.4931 -3.9973  -0.401
O7 2.6363 -1.7168 -4.9060  -0.299
O8 1.8549 -3.1116 -3.0320  -0.438
H33 -0.0577 -6.3958 -1.8203  0.027
H34 -1.2677 -6.2002 -5.4344  0.086
H35 -0.4486 -6.2748 -7.7853  0.091
H36 1.2348 -4.6237 -8.5495  0.092
H37 2.0844 -2.9133 -6.9425  0.103
N2 1.3284 -3.3848 0.0805  0.010
H38 0.5190 -3.3968 0.7037  0.012
H39 2.1825 -3.4640 0.6155  0.014
H40 1.2593 -4.1998 -0.5270  0.014
F1 4.4630 0.9963 -3.4775  0.132
C42 3.3616 1.2205 -2.7452  -0.532
F2 2.3485 1.4366 -3.5926  0.134
F3 3.5689 2.4075 -2.0985  0.089
C43 3.0902 0.1017 -1.6864  -0.620
O9 4.0716 -0.2555 -1.0489  0.038
O10 1.8800 -0.2148 -1.5711  -0.208

Calculated values
Multiplicity: 1
Energy above the lowest of the compared OMol25 structures with the same formula, charge and spin (eV): 2.473
Strongest force on any atom (hartree/bohr): 0.0266
Frontier orbital gap (eV): 5.8
Charge: -2
HOMO level (eV): -2.3

=====

(2)
A cluster of 3 separate species, C20H24O11S in total at a distorted geometry. Source: the OMol25 dataset; level of theory: ωB97M-V/def2-TZVPD.

Each line ends with the Löwdin charge.
Positions of all 56 atoms, in Å:
C1 2.1358 2.2208 1.6204  -0.098
C2 3.5219 1.7751 2.2239  -0.230
C3 4.0515 0.5891 1.3580  -0.201
C4 4.8356 -0.4941 2.1542  -0.156
C5 3.9386 -1.2122 3.2339  -0.315
C6 4.8825 -1.8340 4.3267  -0.155
C7 3.9458 -2.1427 5.5712  -0.176
S1 2.3745 -2.8048 4.8967  0.723
O1 2.0274 -4.0103 5.6963  -0.329
O2 1.3014 -1.7943 5.0602  -0.310
O3 2.5515 -3.3255 3.3502  -0.211
C8 3.2302 -2.3794 2.4976  -0.181
H1 1.5246 1.3389 1.3462  0.036
H2 1.5928 2.9094 2.2910  0.070
H3 2.3921 2.8173 0.7205  0.077
H4 3.4404 1.5531 3.3005  0.093
H5 4.2089 2.6389 2.1386  0.101
H6 4.7672 1.0271 0.6306  0.113
H7 3.2470 0.1496 0.7438  0.076
H8 5.1177 -1.2724 1.4126  0.113
H9 5.7711 -0.1252 2.6027  0.114
H10 3.2600 -0.4532 3.6538  0.125
H11 5.7101 -1.1667 4.6004  0.114
H12 5.2384 -2.8207 3.9733  0.125
H13 3.6840 -1.1525 5.9819  0.109
H14 4.4105 -2.8047 6.3098  0.105
H15 2.5896 -1.9645 1.7003  0.117
H16 4.0297 -2.9507 1.9848  0.131
O4 -3.1661 -1.1500 -2.6904  0.105
C9 -2.2183 -0.9637 -1.9533  -0.304
C10 -0.8320 -1.0396 -2.4128  0.084
C11 0.1724 -0.8421 -1.5569  -0.222
O5 1.4566 -0.9023 -1.9497  0.113
C12 -0.0748 -0.5436 -0.1155  -0.288
O6 0.8758 -0.3889 0.6323  0.059
C13 -1.4586 -0.4442 0.3394  0.090
C14 -2.4644 -0.6382 -0.5174  -0.226
O7 -3.7454 -0.5518 -0.1319  0.118
H17 -0.6655 -1.2586 -3.4582  0.139
H18 1.9808 -0.7255 -1.1510  0.103
H19 -1.6243 -0.2106 1.3820  0.142
H20 -4.2692 -0.7336 -0.9307  0.117
O8 -7.6602 1.4465 -7.0259  0.114
C15 -6.9035 1.7291 -6.1181  -0.316
C16 -6.9301 3.0252 -5.4395  0.077
C17 -6.0646 3.2897 -4.4582  -0.234
O9 -6.0646 4.4685 -3.8140  0.108
C18 -5.0465 2.2896 -4.0216  -0.313
O10 -4.2676 2.5843 -3.1349  0.109
C19 -5.0350 0.9866 -4.6835  0.080
C20 -5.9026 0.7199 -5.6626  -0.230
O11 -5.9196 -0.4678 -6.2888  0.112
H21 -7.6703 3.7423 -5.7657  0.137
H22 -5.3485 4.4047 -3.1591  0.115
H23 -4.3034 0.2645 -4.3457  0.115
H24 -6.6311 -0.4017 -6.9484  0.115

Calculated values
Multiplicity: 1
Strongest force on any atom (hartree/bohr): 0.1201
Frontier orbital gap (eV): 8.0
HOMO level (eV): -9.8

=====

(3)
A cluster of 2 separate species, C4H9N3O in total at a distorted geometry. Source: the OMol25 dataset; level of theory: ωB97M-V/def2-TZVPD.

Each line ends with the Löwdin charge.
Positions of all 17 atoms, in Å:
C1 -0.1963 -1.8350 -1.8790  -0.098
N1 -0.7269 1.1621 -1.0425  -0.058
N2 1.0027 0.7262 1.9515  -0.125
C2 0.0196 -1.1849 -0.5955  -0.104
N3 1.3004 1.5295 0.9591  0.013
C3 0.4846 -0.4855 1.8346  -0.151
O1 -1.8474 1.1543 -0.1461  -0.143
C4 0.2922 -1.1092 0.6028  -0.042
H1 -1.9087 0.2265 0.1239  0.054
H2 -0.9239 1.9412 -1.6686  0.078
H3 1.1735 1.0258 2.9169  0.165
H4 0.1048 1.4462 -0.4778  0.023
H5 1.6381 2.4163 1.3215  0.046
H6 0.3296 -1.0259 2.7563  0.104
H7 -1.1848 -2.2965 -1.9277  0.083
H8 0.5661 -2.5939 -2.0474  0.080
H9 -0.1237 -1.0973 -2.6820  0.075

Calculated values
Multiplicity: 1
Energy above the lowest of the compared OMol25 structures with the same formula, charge and spin (eV): 6.522
Strongest force on any atom (hartree/bohr): 0.0484
Frontier orbital gap (alpha / beta) (eV): 8.3 / 8.3
HOMO level (alpha / beta) (eV): -7.6 / -7.6

=====

(4)
A cluster of 6 separate species, C15H15F6O15 in total at a distorted geometry. Source: the OMol25 dataset; level of theory: ωB97M-V/def2-TZVPD.

Each line ends with the Löwdin charge.
Positions of all 51 atoms, in Å:
F1 -81.7924 -17.8400 11.2502  -0.538
C1 -79.2066 -15.2393 13.0909  -0.121
C2 -80.0312 -15.0085 11.7938  -0.262
O1 -79.4008 -13.8893 11.2045  0.154
C3 -78.2845 -13.5725 11.8737  -0.471
O2 -77.4551 -12.7544 11.5112  0.142
O3 -78.1997 -14.3654 13.0163  0.074
F2 -81.3100 -14.5690 12.0694  0.030
H1 -78.9677 -16.4277 13.0180  0.197
H2 -79.7289 -14.9768 13.9067  0.090
H3 -80.1829 -15.8925 11.2602  0.102
C4 -79.3335 -19.1068 9.7883  -0.137
C5 -79.5236 -17.7433 9.0789  -0.249
O4 -79.0810 -18.0759 7.7364  0.174
C6 -78.5549 -19.2221 7.7421  -0.570
O5 -77.8039 -19.6942 6.8087  0.048
O6 -78.6851 -19.8640 8.8904  0.086
F3 -78.6022 -16.8959 9.5778  0.088
H4 -80.3751 -19.6065 10.0992  0.152
H5 -78.7701 -19.0516 10.7916  0.160
H6 -80.6410 -17.5300 9.0523  0.158
C7 -82.6490 -18.3269 14.1763  -0.042
C8 -82.4399 -16.8245 14.2480  -0.305
O7 -81.4297 -16.6996 15.1744  0.111
C9 -81.1257 -17.8712 15.8379  -0.553
O8 -80.3459 -17.9817 16.7105  0.180
O9 -81.7837 -18.8717 15.2351  0.050
F4 -83.6639 -16.3133 14.6977  0.010
H7 -82.0931 -18.8713 13.3641  0.117
H8 -83.6004 -18.8483 14.2353  0.133
H9 -82.3094 -16.4387 13.1363  0.172
C10 -84.9298 -20.3621 10.2504  -0.093
C11 -83.5449 -20.7724 10.6293  -0.213
O10 -82.8495 -21.2386 9.4186  0.166
C12 -83.5005 -20.8824 8.4063  -0.481
O11 -83.0092 -20.7912 7.2304  0.086
O12 -84.7416 -20.2876 8.8524  0.016
F5 -83.7042 -21.7747 11.6245  -0.030
H10 -85.2018 -19.3800 10.6936  0.152
H11 -85.5410 -21.1929 10.5797  0.134
H12 -82.8726 -20.1467 11.4266  0.194
C13 -83.4363 -16.9099 8.8468  -0.084
C14 -83.1367 -15.5783 9.2961  -0.385
O13 -84.2145 -14.8425 9.0156  0.221
C15 -85.0253 -15.3791 8.2229  -0.520
O14 -86.0376 -14.9470 7.6808  0.128
O15 -84.5624 -16.7034 7.9572  0.068
F6 -82.0514 -15.1192 8.6449  0.078
H13 -83.5268 -17.6970 9.7974  0.170
H14 -82.8780 -17.4535 8.3204  0.050
H15 -82.6892 -15.5267 10.3225  0.163

Calculated values
Multiplicity: 1
Energy above the lowest of the compared OMol25 structures with the same formula, charge and spin (eV): 1.193
Strongest force on any atom (hartree/bohr): 0.1774
Frontier orbital gap (eV): 10.1
Charge: -1
HOMO level (eV): -7.8